# 1
Density functional theory data (wB97M-V/def2-TZVPD) for a structure of composition C3H4N4 in a non-equilibrium geometry.

```
11
Properties=species:S:1:pos:R:3:forces:R:3
H 1.5008 -1.3793 0.4626 3.59 -0.05 0.63
N 0.2560 2.3879 -0.2783 2.52 0.54 1.67
N -0.4725 -1.9245 0.6351 -0.37 0.27 -3.33
N -1.3570 -0.1204 -0.5376 1.02 0.62 0.26
C -1.5855 -1.2556 -0.0306 -1.99 -4.43 4.74
N -0.0373 -0.0846 -0.3163 4.71 5.57 -1.76
H 1.8880 0.9743 -0.2279 -2.68 0.25 0.75
H -2.6196 -1.6387 0.2999 1.67 0.64 -1.35
H 1.1553 3.0216 -0.0097 -2.80 -1.56 -1.16
C 0.5633 -1.1915 0.1737 -7.73 -0.21 1.74
C 0.7085 1.2108 -0.1707 2.07 -1.63 -2.19
```
Forces are in eV/Å.

## Properties
- lowest unoccupied orbital energy (eV) = 0.595
- highest occupied orbital energy (eV) = -10.0583
- energy above the lowest of the compared OMol25 structures with the same formula, charge and spin (kJ/mol) = 350.3
- max |F| (eV/A) = 7.9

=====

# 2
Density functional theory data (wB97M-V/def2-TZVPD) for the molecule C21H33N5O3.

```
62
Properties=species:S:1:pos:R:3:forces:R:3
H 3.1171 2.1165 0.0859 -0.01 0.00 0.02
O -0.8870 -1.0123 -1.3673 -0.02 -0.01 0.01
N 0.1775 1.5250 1.7441 0.01 0.03 0.04
C 2.3919 2.9050 -0.1136 0.01 0.05 -0.01
O 1.1907 -3.2001 1.1215 -0.02 -0.05 0.06
C 1.3679 -0.4818 1.0409 0.04 0.10 -0.11
C -1.0859 -0.4089 0.9432 -0.02 -0.03 -0.01
N -1.6680 -4.1406 -0.9538 0.04 0.01 -0.04
C 2.9149 4.3407 -0.3158 0.01 -0.01 0.07
H 3.8263 4.5105 0.2613 0.02 0.00 0.00
H -1.1880 0.4571 2.9107 0.03 0.02 -0.03
H 2.3680 6.8480 1.0043 0.02 0.01 0.02
C 1.5311 3.4473 1.0580 -0.05 0.01 -0.19
C 1.3407 0.6981 2.0023 0.04 -0.06 0.09
C 0.1455 -2.5708 1.1934 -0.05 0.15 -0.12
H 2.1101 3.4282 1.9862 0.02 -0.01 0.01
N -3.6115 -3.1664 -1.2637 -0.07 0.06 0.01
C -1.1599 -0.6903 -2.7135 -0.01 -0.01 -0.03
C -0.4733 -4.9714 -1.1554 0.02 0.01 0.01
C 0.5163 5.4726 -0.3877 0.01 0.04 -0.08
H -1.9584 -1.0158 1.1655 -0.03 0.00 -0.01
H 1.7486 2.5966 -0.9395 0.01 -0.02 -0.03
H -0.5550 6.0032 1.4342 -0.01 -0.01 0.02
C 0.2215 6.4169 0.7958 0.04 -0.01 0.01
C -1.1964 0.0580 -0.5058 0.01 0.00 -0.07
C -1.0716 0.8006 1.8765 -0.09 -0.04 0.10
H -2.2278 -0.4989 -2.8643 0.02 0.00 0.02
H -2.2209 0.4151 -0.6709 0.01 -0.04 -0.01
H -0.5192 0.9025 -0.7031 -0.03 -0.01 0.02
H -1.7941 -2.8173 2.1406 -0.03 0.00 -0.02
H 2.1849 -1.1637 1.2570 0.00 -0.01 0.06
H -2.7516 -4.3423 -2.7992 -0.04 0.02 -0.01
H -0.8660 -1.5438 -3.3219 0.01 -0.01 0.01
C 1.6755 4.8626 0.4313 0.03 -0.04 0.11
H -1.8870 1.4808 1.6442 -0.01 0.00 -0.02
N -3.1690 -2.8591 -0.0038 -0.02 0.01 0.01
C -0.6880 -6.3569 -0.5657 -0.05 -0.07 0.02
H -0.0096 7.4558 0.5647 0.01 -0.01 0.00
H 3.0656 4.6971 -1.3348 -0.03 -0.01 0.00
H -0.9030 -4.2879 1.7807 0.02 0.00 -0.03
C -1.1806 -3.3096 1.3880 0.12 -0.12 0.17
H 1.2690 0.3132 3.0269 0.02 0.02 -0.02
H -1.5121 -6.8642 -1.0720 0.01 0.00 0.01
H 0.3375 -4.4786 -0.6204 -0.01 0.02 0.03
H -0.5888 0.1902 -3.0350 -0.02 -0.02 0.02
H -0.8530 -5.5864 -3.2071 0.00 0.00 0.01
N 0.1161 -1.2111 1.1597 -0.05 -0.05 0.03
H 0.9348 6.0230 -1.2347 0.01 0.00 0.01
C -2.0142 -3.4465 0.1624 0.00 0.16 -0.07
C 0.1755 2.8203 1.3022 0.05 -0.03 0.16
H -0.0007 -4.0374 -3.0516 0.00 0.00 0.00
H 1.4904 -0.1150 0.0152 0.03 -0.05 0.00
H 1.7603 5.9458 2.4096 -0.01 -0.01 -0.02
C -0.1093 -5.0360 -2.6277 0.03 0.03 -0.07
C 1.6395 6.1061 1.3366 -0.08 0.02 -0.07
H 0.2138 -6.9580 -0.6832 0.01 0.00 -0.01
C -2.7064 -3.9254 -1.8080 0.10 -0.08 0.01
H -0.9191 -6.3040 0.4979 -0.01 0.00 0.00
H 2.2541 1.2778 1.9317 0.01 0.01 -0.05
O -0.8719 3.4180 1.1185 -0.01 0.03 -0.05
H 0.8422 -5.5554 -2.7345 0.00 -0.01 -0.01
H -0.2801 4.8234 -0.7372 -0.03 -0.02 0.04
```
Forces are in eV/Å.

## Properties
- lowest unoccupied orbital energy (eV) = 0.659
- highest occupied orbital energy (eV) = -9.1101
- SMILES string = COC[C@@H]1CN(C(=O)[C@H]2CCC23CCC3)CCN1C(=O)Cc1nncn1C(C)C
- energy above the lowest of the compared OMol25 structures with the same formula, charge and spin (kJ/mol) = 7.0
- max |F| (eV/A) = 0.2

=====

# 3
Density functional theory data (wB97M-V/def2-TZVPD) for a structure of composition C29H29GeN2O4STi in a non-equilibrium geometry.

```
67
Properties=species:S:1:pos:R:3:forces:R:3
H -0.0467 2.7139 2.2064 -0.01 -0.02 -0.30
S -1.4834 -1.8720 2.6037 -1.25 -0.07 -0.17
H -2.8397 -0.4374 3.9166 0.17 0.01 0.05
C 3.0593 -3.5556 -3.2852 0.09 -0.08 -0.06
H 3.4033 -0.0708 2.1869 0.12 0.00 -0.04
C -1.5339 1.4823 5.8179 -0.18 -0.01 0.03
C -2.1638 -3.1023 1.4533 0.21 0.25 0.06
H 0.4654 4.3964 -1.5067 0.06 0.00 0.04
C -3.7610 3.0639 0.0929 -0.01 -0.47 -0.28
H -3.3794 -2.1195 4.0764 0.08 -0.21 0.07
C -3.0462 -1.3603 3.3781 0.48 0.03 -0.03
H 1.1832 5.4866 -0.2897 -0.01 -0.09 -0.08
C 0.7405 4.5050 -0.4539 0.48 0.03 -0.17
C 2.3787 -4.4158 -4.1318 0.00 0.05 0.01
H 1.3223 -0.7516 4.5055 0.09 -0.06 0.07
N -1.6982 -0.9876 -0.7976 -0.87 1.79 -2.42
Ti -0.2391 0.0122 0.1869 2.79 3.33 4.71
C 4.9368 1.3909 2.5504 0.12 -0.03 -0.06
C 0.9698 -2.8445 -2.3391 0.42 -0.08 -0.14
C -2.7135 3.9338 0.3381 0.66 -0.09 -0.03
C 4.1664 3.6386 2.9080 0.04 0.15 -0.02
H -0.7903 -3.7466 -3.1516 -0.04 -0.06 -0.05
C -1.0888 1.6164 4.5148 0.03 0.05 -0.04
H -1.3484 -3.4884 0.8443 0.09 -0.04 0.10
H 4.1365 -3.4998 -3.3295 0.06 0.04 0.01
C 0.2086 -1.9523 -1.4614 -0.82 -1.04 -0.63
O -1.2005 -0.6656 1.7085 -0.56 -0.62 0.86
H -2.3267 2.1202 6.1795 -0.07 0.05 0.10
C 0.5102 -0.1347 4.8697 -0.01 0.09 -0.06
C 2.3614 -2.7674 -2.3889 -0.22 0.12 0.21
C -2.2212 1.4155 -0.6959 0.99 0.27 0.25
O 0.0973 1.7203 -0.4153 0.18 0.07 -1.47
H 4.3727 4.6747 3.1338 0.06 0.08 -0.01
C -0.0432 0.8323 4.0395 0.44 0.10 -0.85
C 3.6277 0.9745 2.3754 -0.06 -0.09 0.01
H 0.4655 -5.1694 -4.7435 -0.02 -0.03 -0.05
C 0.2878 -3.7132 -3.1950 0.02 0.10 0.15
O 0.8374 -1.1408 -0.6156 1.24 -0.85 -0.71
C 0.0607 -0.2756 6.1733 0.02 -0.11 0.08
C -3.5278 1.8106 -0.4614 -0.40 -0.06 0.30
H -2.8874 -2.6238 0.7966 -0.07 0.04 0.17
C 2.8594 3.2295 2.7058 0.02 -0.03 0.08
H 2.0425 3.9382 2.7648 0.04 0.08 0.02
C -1.1279 2.2610 -0.3611 -0.97 0.66 0.04
H -1.2807 0.4562 7.6778 -0.01 -0.04 0.08
C -1.7646 0.1935 -1.3971 -2.12 -1.97 -1.13
H -1.4794 0.2858 -2.4559 0.19 -0.11 0.31
H -3.7979 -1.1831 2.6157 0.05 -0.05 -0.21
Ge 0.6849 1.3516 2.2417 0.44 0.09 1.31
H 5.7513 0.6861 2.4663 0.04 -0.08 0.04
C 2.5890 1.8922 2.4516 -0.94 -0.42 -0.28
H 1.4643 3.7320 -0.1753 -0.18 0.11 0.00
C 0.9942 -4.4977 -4.0836 -0.06 -0.01 0.03
C 5.2045 2.7242 2.8161 0.02 0.07 0.01
H -2.6140 -3.9060 2.0259 -0.02 -0.10 0.13
H -4.7714 3.3860 0.2881 -0.11 0.01 -0.03
O -0.4202 4.4837 0.3641 -0.82 -0.45 0.15
H 2.9242 -5.0149 -4.8433 0.09 -0.09 -0.05
H -1.5287 2.3647 3.8640 -0.02 0.05 0.08
H 0.5204 -1.0072 6.8205 0.02 -0.08 0.10
C -0.9503 0.5432 6.6532 -0.06 -0.06 0.07
H 6.2236 3.0571 2.9467 0.08 0.00 0.04
N -1.0792 -1.9531 -1.5495 -0.15 -0.59 -0.63
H -2.8955 4.9251 0.7274 0.02 0.05 0.01
H -4.3405 1.1524 -0.7347 -0.07 0.03 0.02
H 2.8827 -2.0798 -1.7359 0.02 -0.02 0.00
C -1.3874 3.5662 0.0983 0.18 0.42 0.19
```
Forces are in eV/Å.

## Properties
- lowest unoccupied orbital energy (alpha / beta) (eV) = -4.624 / -4.628
- charge = +1
- highest occupied orbital energy (alpha / beta) (eV) = -10.4516 / -10.4557
- energy above the lowest of the compared OMol25 structures with the same formula, charge and spin (kJ/mol) = 346.1
- max |F| (eV/A) = 6.4